ORCA calculation (ωB97M-V/def2-TZVPD) on 2 unconnected molecules or ions with the total composition C11H14S.

Values from the calculation:
Energy relative to the best compared isomer or geometry (same formula, charge and spin): 254.0 kJ/mol
Orbital gap (alpha / beta): 7.05 / 7.10 eV

Element x y z (Å)
C 3.66950 0.28550 0.77024
C 3.19729 -0.99668 1.02808
C 2.87755 1.10477 0.02809
C 1.92855 -1.45900 0.76516
C 1.61156 0.61491 -0.40624
C 1.13899 -0.64335 -0.10475
C -1.30315 3.00800 1.43573
C -1.18812 1.77106 1.07722
C -0.84314 -0.62055 -1.78582
C -2.13790 -2.93989 -0.55475
C -0.22543 -0.99825 -0.46219
S -1.01382 -2.19012 0.42925
H 4.59932 0.58313 1.24388
H 3.76557 -1.61366 1.71814
H 3.16003 2.12440 -0.09320
H 1.66321 -2.44430 1.15597
H 1.10864 1.30902 -1.05401
H -0.61306 3.78816 0.95599
H -1.90126 3.33378 2.25334
H -0.64993 1.51474 0.23875
H -1.14810 -1.57318 -2.20282
H -0.31411 -0.10478 -2.50825
H -1.91741 -0.21521 -1.70048
H -1.94676 1.12169 1.53565
H -2.65564 -3.82757 -0.09072
H -2.14425 -2.96208 -1.62718

***

ORCA calculation (ωB97M-V/def2-TZVPD) on a gas-phase ion, H3N2O3S (charge -1).

Values from the calculation:
Total charge: -1
SMILES string: NNS(=O)(=O)[O-]
Energy relative to the best compared isomer or geometry (same formula, charge and spin): 104.4 kJ/mol
Orbital gap: 8.96 eV

Element x y z (Å)
N -0.47193 -0.41408 -0.02247
N 0.43702 0.03253 0.83348
O 2.96911 0.48782 0.89369
O 1.69306 0.94760 -1.17639
O 1.91083 -1.39625 -0.42924
S 1.88608 0.09167 -0.00613
H -0.39457 0.20402 -1.01249
H -0.19856 -1.42531 -0.33897
H 0.10751 1.01053 1.15793

***

ORCA calculation (ωB97M-V/def2-TZVPD) on C2H8N4O in the gas phase.

Values from the calculation:
SMILES string: CNNC(=O)NN
Energy relative to the best compared isomer or geometry (same formula, charge and spin): 269.0 kJ/mol
Orbital gap: 10.17 eV

Element x y z (Å)
C -0.38781 -1.75416 -0.59017
C 0.48087 1.18655 -0.69195
H 0.18896 -2.07423 -1.45314
H -1.29388 -1.19415 -0.85758
H -0.62623 -2.65340 -0.08762
H 0.34920 -0.95858 1.20914
H 1.97161 -0.07145 -0.96965
H -0.82285 2.55323 0.01597
H -1.04219 0.22205 1.53303
H 0.12275 1.17278 2.02785
N 0.60537 -1.04979 0.21837
N 1.22109 0.13360 -0.27823
N -0.66105 1.54859 0.14288
N -0.79440 1.20335 1.54008
O 0.68855 1.73560 -1.75899

***

ORCA calculation (ωB97M-V/def2-TZVPD) on 8 unconnected molecules or ions with the total composition C32H80O16.

Values from the calculation:
SMILES string: COCCOC.COCCOC.COCCOC.COCCOC.COCCOC.COCCOC.COCCOC.COCCOC
Energy relative to the best compared isomer or geometry (same formula, charge and spin): 0.0 kJ/mol
Orbital gap: 9.73 eV

Element x y z (Å)
C 1.09162 -6.41672 -0.81182
O 0.80400 -6.30306 -2.19650
C -0.53738 -6.58182 -2.54261
C -1.02576 -7.97851 -2.29179
O -1.23153 -8.23470 -0.92451
C -1.31733 -9.60711 -0.63554
H 1.20922 -7.45336 -0.48803
H 0.39244 -5.86957 -0.17522
H 2.08495 -5.96920 -0.70936
H -0.59137 -6.41577 -3.62244
H -1.19543 -5.82104 -2.09720
H -0.29585 -8.69182 -2.70135
H -1.97111 -8.09887 -2.84237
H -1.55168 -9.69725 0.42156
H -0.37127 -10.11525 -0.86574
H -2.09662 -10.09982 -1.23192
C -1.09699 2.18611 1.18423
O -0.46483 0.95011 0.95759
C -1.20711 -0.18320 1.28672
C -0.26558 -1.36186 1.30870
O 0.31452 -1.41457 0.02170
C 1.32354 -2.37658 -0.10673
H -2.18249 2.14281 1.06332
H -0.67723 2.93447 0.50439
H -0.81099 2.58622 2.16467
H -2.00338 -0.38511 0.55241
H -1.72440 -0.08368 2.25248
H -0.83850 -2.28161 1.48761
H 0.51715 -1.24051 2.06762
H 2.20377 -2.17295 0.51690
H 1.62957 -2.39807 -1.15197
H 0.98357 -3.39865 0.12653
C 1.73998 6.01201 -3.77085
O 2.21644 4.87650 -3.11125
C 1.17429 4.12696 -2.54829
C 1.74006 2.89130 -1.89623
O 2.00101 1.92319 -2.89320
C 2.00624 0.60786 -2.40270
H 1.06716 6.60364 -3.13028
H 1.17471 5.74399 -4.67525
H 2.58511 6.63963 -4.04305
H 0.50716 3.77450 -3.35923
H 0.54649 4.72443 -1.87228
H 1.11103 2.51565 -1.08321
H 2.69669 3.18636 -1.44505
H 1.28285 0.52843 -1.58224
H 2.99575 0.29051 -2.05386
H 1.68540 -0.10388 -3.16615
C -5.25495 9.83841 -0.54890
O -4.98931 8.46351 -0.50400
C -3.94083 8.08374 -1.37779
C -3.29851 6.81578 -0.85814
O -2.92483 6.97294 0.47076
C -2.22618 5.85293 0.93449
H -4.40578 10.42304 -0.16358
H -6.11129 10.03870 0.08899
H -5.44517 10.17653 -1.57652
H -3.21850 8.90037 -1.47738
H -4.39607 7.89268 -2.35883
H -2.41390 6.61372 -1.48939
H -3.97493 5.96180 -1.00658
H -2.82564 4.94308 0.76358
H -2.01623 5.90735 1.99931
H -1.28648 5.71046 0.38205
C -2.34416 0.74688 5.11244
O -1.67922 1.97766 5.21395
C -2.49836 3.04478 4.88522
C -1.73196 4.33323 4.88281
O -0.65586 4.26046 3.97878
C 0.29409 5.28851 4.06626
H -3.08246 0.59904 5.90688
H -1.59895 -0.04765 5.19193
H -2.81025 0.63346 4.12591
H -3.32454 3.19631 5.60128
H -2.97092 2.93397 3.89583
H -1.35713 4.61761 5.87798
H -2.39502 5.15444 4.56689
H -0.16866 6.28827 4.08843
H 0.97438 5.17107 3.23142
H 0.78967 5.22695 5.04925
C 5.36069 1.74280 -0.88168
O 4.39187 2.31891 -0.04183
C 4.34479 1.77286 1.25075
C 3.08977 2.20785 1.96315
O 3.12927 1.56724 3.21816
C 1.97722 1.76801 3.99548
H 6.35090 1.76809 -0.41329
H 5.34971 2.31121 -1.81003
H 5.11519 0.70481 -1.14444
H 5.19679 2.16777 1.83686
H 4.46927 0.68390 1.29016
H 2.17602 1.92606 1.41603
H 3.04247 3.29385 2.12797
H 1.80543 2.81762 4.25384
H 2.12220 1.15506 4.88469
H 1.06022 1.38880 3.51962
C 4.43362 -0.27224 -4.94179
O 5.22934 -1.44276 -4.77934
C 4.75372 -2.58579 -5.43166
C 3.58864 -3.28046 -4.72426
O 2.41637 -2.51596 -4.87348
C 1.31902 -3.02689 -4.17348
H 4.19886 -0.13215 -6.00118
H 5.00401 0.56635 -4.55244
H 3.51318 -0.38278 -4.37355
H 5.60394 -3.27112 -5.38925
H 4.44477 -2.44196 -6.47674
H 3.85666 -3.44535 -3.67068
H 3.46625 -4.27145 -5.19299
H 0.52495 -2.28170 -4.21700
H 1.51632 -3.19265 -3.10498
H 0.97711 -3.98368 -4.58633
C -0.68484 -5.46194 3.68969
O -1.97681 -5.66888 3.18901
C -1.97087 -6.01633 1.82174
C -3.33070 -6.47501 1.39842
O -4.17938 -5.34912 1.32080
C -5.54012 -5.65532 1.52029
H -0.01020 -6.29732 3.45668
H -0.74548 -5.38660 4.77428
H -0.24732 -4.53975 3.28799
H -1.23414 -6.81088 1.61596
H -1.62304 -5.15714 1.22441
H -3.71072 -7.19122 2.13690
H -3.23510 -6.95555 0.41666
H -5.84123 -6.56736 0.99338
H -6.10638 -4.80732 1.14602
H -5.73223 -5.80461 2.58994

***

ORCA calculation (ωB97M-V/def2-TZVPD) on a molecular structure, C9H24N6O7P3Pd.

Values from the calculation:
Total charge: +3
Orbital gap (alpha / beta): 9.89 / 5.28 eV
Spin multiplicity: 5

Element x y z (Å)
Pd -0.26747 -1.22375 0.70280
N -4.35683 -0.45248 0.87472
C -3.40602 -0.36260 -0.31926
C -4.18679 0.02877 -1.56916
P -2.55137 -2.00954 -0.42206
O -3.64863 -2.85818 -1.14589
O -1.28289 -1.79112 -1.21304
O -2.24736 -2.40919 1.01179
P -2.13956 0.90353 0.15135
O -3.09738 2.14037 0.40096
O -1.14806 1.21194 -0.92980
O -1.53728 0.37974 1.45445
H -5.08511 -1.15236 0.70223
H -4.82044 0.44580 1.04403
H -3.83342 -0.73184 1.71274
H -4.96115 -0.70553 -1.79031
H -3.50302 0.06208 -2.41656
H -4.63936 1.01413 -1.45765
H -3.39982 -3.68483 -1.58692
H -2.72089 3.02031 0.52419
N 1.61934 -2.89818 4.18427
C 0.70896 -2.64485 3.24338
N -0.50578 -3.18317 3.35452
O 1.03902 -1.90358 2.25608
H 1.44148 -3.51508 4.95877
H 2.53946 -2.50802 4.08676
H -0.75232 -3.77678 4.12862
H -1.19585 -3.03352 2.63208
C 2.16437 2.89299 -1.91215
N 2.37768 1.54867 -2.46641
C 3.76843 1.09143 -2.36584
N 3.92594 0.98373 -0.90611
C 3.85068 2.28629 -0.23351
N 2.44982 2.65048 -0.48565
C 1.45668 1.93885 0.24669
P 1.36637 0.14806 -0.36305
C 1.36039 0.57836 -2.18785
C 3.25240 -0.10279 -0.27025
H 1.13341 3.20888 -2.05005
H 2.86928 3.60507 -2.33470
H 4.45446 1.82897 -2.77549
H 3.89155 0.12258 -2.84264
H 4.52929 3.00016 -0.69417
H 4.03658 2.18562 0.83263
H 0.46025 2.33408 0.05205
H 1.68517 1.92045 1.31461
H 0.35826 0.96771 -2.38393
H 1.54145 -0.33717 -2.75687
H 3.49094 -1.04048 -0.77766
H 3.51514 -0.17401 0.78723

***

ORCA calculation (ωB97M-V/def2-TZVPD) on 2 unconnected molecules or ions with the total composition C3H12N2O.

Values from the calculation:
Total charge: -1
Energy relative to the best compared isomer or geometry (same formula, charge and spin): 22.5 kJ/mol
Orbital gap (alpha / beta): 2.92 / 9.87 eV
Spin multiplicity: 2

Element x y z (Å)
C 1.78324 1.54792 1.23694
C 0.92944 0.25967 1.34169
N 0.00391 0.17071 0.22404
C -1.20402 -0.55461 0.62075
N -2.11241 -0.89776 -0.45733
H 2.40132 1.38461 0.34228
H 1.05783 2.32696 1.01420
H 2.45696 1.69518 2.07778
H 0.42662 0.23268 2.30866
H 1.57046 -0.62905 1.32388
H -0.24605 1.07185 -0.16882
H -0.88080 -1.50938 1.04511
H -1.75279 -0.02288 1.39743
H -1.66658 -1.56163 -1.07621
H -2.35422 -0.06231 -0.97904
H 1.30626 -0.74836 -2.61371
H 0.14423 -0.55379 -1.61723
O 0.37353 -0.58065 -2.56912

***

ORCA calculation (ωB97M-V/def2-TZVPD) on C6H12O in the gas phase.

Values from the calculation:
SMILES string: CC[C@@]1(C)C[C@H]1O
Energy relative to the best compared isomer or geometry (same formula, charge and spin): 107.0 kJ/mol
Orbital gap: 10.27 eV

Element x y z (Å)
C -1.67112 -1.31331 0.07920
C -0.91457 -0.18025 0.77519
C 0.18214 0.46260 -0.05931
C -0.23684 0.95607 -1.43510
C 1.21124 1.26834 0.70553
C 1.59871 -0.03056 0.07974
O 1.91888 -1.06958 0.96041
H -1.01741 -2.16731 -0.13716
H -2.11306 -0.98414 -0.86827
H -2.48822 -1.67659 0.71250
H -0.47899 -0.55526 1.70848
H -1.62865 0.60641 1.05503
H -0.21252 0.14387 -2.17413
H -1.25720 1.36301 -1.42012
H 0.42733 1.75309 -1.79052
H 1.13581 1.26608 1.79091
H 1.58698 2.19357 0.27542
H 2.22653 0.01137 -0.81453
H 1.73765 -1.90017 0.50186

***

ORCA calculation (ωB97M-V/def2-TZVPD) on a molecular structure, C17H18BN7O4W.

Values from the calculation:
Total charge: +4
Orbital gap (alpha / beta): 4.77 / 5.66 eV
Spin multiplicity: 3

Element x y z (Å)
C 3.06716 0.02368 -0.19713
N 1.78615 0.00032 -0.67892
N 1.88052 0.01914 -2.07667
C 3.17160 -0.01526 -2.42972
C 3.95052 -0.01223 -1.27453
B 0.62554 0.15480 -2.95178
N -0.33515 -1.01269 -2.58108
N -0.81302 -1.19619 -1.28253
C -1.75269 -2.17746 -1.29660
C -1.83342 -2.65728 -2.60681
C -0.93456 -1.90705 -3.37123
W -0.10212 0.04695 0.17712
N -0.07520 1.45871 -2.55294
N -0.49662 1.59902 -1.24310
C -1.06847 2.83338 -1.15452
C -1.03088 3.45617 -2.39958
C -0.39719 2.55284 -3.24835
H -1.45194 3.18936 -0.21692
H -0.15649 2.62987 -4.29511
H -1.39362 4.42422 -2.66330
H 0.91469 0.13316 -4.08938
H -0.69095 -1.90902 -4.42500
H 3.42707 -0.00257 -3.47427
H -2.49084 -3.42202 -2.95369
H 5.02455 -0.00367 -1.24828
H -2.27446 -2.39321 -0.37837
H 3.24135 0.06583 0.86407
H -2.27237 -0.40408 1.54949
C -1.99139 -1.27873 2.17966
H -2.70434 -2.09474 2.01847
H -0.96130 -1.62341 1.95195
H -2.05281 -0.99740 3.23717
O 1.26752 -1.15388 2.39680
C 0.88162 -0.04640 2.81519
O 0.35891 0.89563 2.05284
C 0.90848 0.32299 4.26013
C 0.62652 1.65627 4.60447
C 0.51262 1.98559 5.93367
C 0.70705 0.96963 6.88379
C 1.01472 -0.36083 6.54687
C 1.12248 -0.69009 5.21346
N 0.56605 1.30695 8.25799
O 0.27920 2.49312 8.54058
O 0.73430 0.41707 9.12375
H 0.49309 2.40653 3.82516
H 0.27923 2.99073 6.28489
H 1.15192 -1.06682 7.37109
H 1.37188 -1.69993 4.87530

***

ORCA calculation (ωB97M-V/def2-TZVPD) on C8H9N in the gas phase.

Values from the calculation:
SMILES string: C#CC1=C(C)CN=C1C
Energy relative to the best compared isomer or geometry (same formula, charge and spin): 390.4 kJ/mol
Orbital gap: 9.44 eV

Element x y z (Å)
C 2.07574 1.49479 -2.12432
C 1.36379 0.76035 -1.45384
C 0.28846 0.12177 -0.18173
C -1.08856 0.05251 -0.15022
C 0.86887 -0.70927 0.82359
C -1.37831 -0.75157 1.12736
C -2.00113 0.99161 -0.84064
C 2.23768 -0.88212 1.27028
N -0.06213 -1.23763 1.58832
H 2.70856 1.95172 -2.88085
H -1.92302 -0.21031 1.95137
H -2.06826 -1.62032 1.18220
H -2.33768 1.76967 -0.14424
H -2.85807 0.54803 -1.34935
H -1.38345 1.49027 -1.70518
H 2.44878 -0.04015 1.88012
H 3.09402 -0.94214 0.46833
H 2.24388 -1.79917 1.86791

***

ORCA calculation (ωB97M-V/def2-TZVPD) on 2 unconnected molecules or ions with the total composition CH2ClNO2.

Values from the calculation:
Energy relative to the best compared isomer or geometry (same formula, charge and spin): 486.0 kJ/mol
Orbital gap (alpha / beta): 10.41 / 6.63 eV

Element x y z (Å)
C 0.18304 0.44533 -0.22320
N 2.94026 -0.45606 -0.14893
O 3.32500 -1.50241 0.36401
O 3.51476 0.53214 -0.47623
Cl 0.57825 1.98752 0.23102
H 0.56692 0.22794 -1.20963
H -0.21751 -0.27487 0.48816

***

ORCA calculation (ωB97M-V/def2-TZVPD) on a molecular structure, C33H38N5O4PTi.

Values from the calculation:
Energy relative to the best compared isomer or geometry (same formula, charge and spin): 0.7 kJ/mol
Orbital gap (alpha / beta): 5.58 / 5.58 eV

Element x y z (Å)
Ti 0.71576 0.46359 0.38034
C 1.27075 -2.44433 -4.25141
C 1.34401 -3.36300 -3.21117
C 1.53128 -2.93945 -1.90605
C 1.65613 -1.57742 -1.60833
C 1.61077 -0.66689 -2.66590
C 1.40717 -1.09410 -3.97077
N 1.75639 -1.10157 -0.28089
C 2.66475 -1.69022 0.60405
C 3.70015 -2.56717 0.29218
C 4.58118 -2.98675 1.28169
C 4.46437 -2.52128 2.58406
C 3.46865 -1.60980 2.90164
C 2.57190 -1.20811 1.92288
N 1.61290 -0.19625 2.05821
N 1.59973 0.44813 3.23211
C 0.83926 1.53499 3.12870
C 0.63900 2.39877 4.23994
C -0.15636 3.49221 4.10330
C -0.76993 3.76517 2.85369
C -0.54092 2.91018 1.81888
N 0.23963 1.80194 1.92606
H 1.11966 -2.78086 -5.26869
H 1.24754 -4.42199 -3.41744
H 1.57285 -3.66174 -1.10019
H 1.75293 0.38592 -2.45935
H 1.37100 -0.36507 -4.77126
H 3.82948 -2.91434 -0.72408
H 5.37780 -3.67218 1.02050
H 5.16230 -2.84535 3.34470
H 3.37611 -1.18947 3.89332
H 1.13078 2.14652 5.16894
H -0.32070 4.15566 4.94279
H -1.40125 4.63045 2.71196
H -0.98248 3.07637 0.84395
O 2.35728 1.78039 -0.01662
C 2.46068 2.70077 -0.82642
C 1.44171 3.14568 -1.74687
C 1.76665 4.20292 -2.60305
C 0.84332 4.65466 -3.50635
C -0.42854 4.07557 -3.59247
C -0.76233 3.04144 -2.75964
C 0.15484 2.53634 -1.80613
O -0.19699 1.55530 -1.03939
N 1.19287 5.76150 -4.39834
O 2.30228 6.24737 -4.29122
O 0.35030 6.13144 -5.19263
H 3.41477 3.24407 -0.86394
H 2.74414 4.66580 -2.55693
H -1.13037 4.45743 -4.32006
H -1.74222 2.58533 -2.81298
C -2.56199 -0.50567 -1.87697
C -2.98564 -0.46785 -0.40202
C -3.50830 0.92284 -0.04404
P -1.56826 -0.96986 0.67132
C -1.20416 -2.70273 0.09450
C -2.35839 -3.58798 -0.37891
C -0.36328 -3.44753 1.13270
C -2.27469 -1.19274 2.37824
C -3.66779 -1.82149 2.40914
C -2.25752 0.08234 3.22495
H -3.44468 -0.43494 -2.51698
H -2.02625 -1.41548 -2.14915
H -1.90104 0.33154 -2.09563
H -3.78289 -1.19890 -0.24508
H -2.70076 1.65775 -0.08333
H -3.95684 0.95820 0.94842
H -4.27204 1.22808 -0.76421
H -0.56288 -2.51948 -0.76891
H -2.99942 -3.90767 0.44199
H -1.93802 -4.49370 -0.82421
H -2.98398 -3.11627 -1.13511
H -0.97548 -3.76515 1.97983
H 0.46391 -2.84639 1.51287
H 0.05669 -4.35245 0.68710
H -1.56772 -1.88466 2.84333
H -4.41320 -1.15865 1.96401
H -3.96444 -1.98904 3.44686
H -3.71703 -2.77768 1.89303
H -2.80004 0.90663 2.76045
H -1.24348 0.41280 3.42256
H -2.73138 -0.12244 4.18789

***

ORCA calculation (ωB97M-V/def2-TZVPD) on C4H9NO in the gas phase.

Values from the calculation:
SMILES string: CN1CC(O)C1
Energy relative to the best compared isomer or geometry (same formula, charge and spin): 345.5 kJ/mol
Orbital gap: 9.52 eV

Element x y z (Å)
C 1.76868 0.79178 -0.46437
N 0.79706 -0.14328 0.07500
C -0.25285 0.48110 0.90580
C -1.36872 -0.16950 0.06440
O -1.92750 -1.50430 0.56160
C -0.25610 -0.67603 -0.83584
H 2.42376 1.16001 0.33780
H 2.40790 0.29236 -1.20022
H 1.30796 1.67364 -0.95294
H -0.22485 1.58154 0.84586
H -0.25570 0.18625 1.96073
H -2.26242 0.37404 -0.24272
H -1.52943 -1.83515 1.38590
H -0.63439 -1.70202 -0.49621
H -0.14270 -0.50327 -1.91760